{"formula": "C56H46IrNO4S3", "method": "wB97M-V/def2-TZVPD", "gap_ev": [6.41, 6.41], "homo_ev": [-12.5268, -12.5268], "total_charge": 2, "e_tot_ev": -103828.8780, "lumo_ev": [-6.11, -6.11], "e_above_lowest_ev": 1.312, "symbols": ["Ir", "C", "C", "C", "C", "C", "C", "C", "S", "O", "C", "C", "C", "C", "C", "C", "C", "C", "C", "C", "C", "C", "C", "C", "C", "C", "C", "C", "C", "C", "S", "O", "C", "C", "C", "C", "C", "C", "C", "H", "H", "H", "H", "H", "H", "H", "H", "H", "H", "H", "H", "H", "H", "H", "H", "H", "H", "H", "H", "H", "H", "H", "H", "H", "H", "S", "C", "C", "O", "C", "C", "C", "C", "C", "C", "N", "C", "C", "C", "C", "C", "C", "C", "O", "H", "H", "H", "H", "H", "H", "H", "H", "H", "H", "H", "H", "H", "C", "C", "C", "C", "C", "C", "C", "H", "H", "H", "H", "H", "H", "H"], "positions_angstrom": [[0.006725, -0.523464, 0.699039], [8.647632, -1.820565, -0.311862], [7.250431, -1.302005, -0.152429], [6.307352, -2.013862, 0.594568], [5.013561, -1.549428, 0.743052], [4.651828, -0.359754, 0.125966], [5.561206, 0.358108, -0.634906], [6.857736, -0.113858, -0.761003], [3.035190, 0.345368, 0.277295], [2.134294, -0.876341, 0.574574], [3.110443, 1.182378, 1.841184], [3.346146, 0.458116, 3.030899], [3.374355, 1.123160, 4.216864], [3.168273, 2.529108, 4.271036], [3.191667, 3.224453, 5.498255], [2.972188, 4.574885, 5.535442], [2.718696, 5.286553, 4.348770], [2.695091, 4.639899, 3.142924], [2.923216, 3.247089, 3.076552], [2.894111, 2.540502, 1.836011], [2.627868, 3.269465, 0.566850], [3.673640, 3.992648, -0.076644], [4.988474, 4.041775, 0.448593], [5.963054, 4.755517, -0.191682], [5.677557, 5.450752, -1.383099], [4.421075, 5.412064, -1.918680], [3.388962, 4.682247, -1.282796], [2.083505, 4.625439, -1.828218], [1.096119, 3.911649, -1.214492], [1.383463, 3.236859, -0.011441], [0.084038, 2.248181, 0.728698], [-1.038451, 2.236175, -0.232224], [-0.271250, 3.218936, 2.163538], [-0.182817, 2.576733, 3.385428], [-0.410727, 3.299837, 4.546486], [-0.747716, 4.646363, 4.491867], [-0.984858, 5.435907, 5.741755], [-0.855856, 5.267476, 3.241179], [-0.609456, 4.566396, 2.079250], [8.942160, -2.426454, 0.543416], [9.362183, -1.006107, -0.419001], [8.722331, -2.445542, -1.203765], [6.603415, -2.938700, 1.073162], [4.289380, -2.106573, 1.322665], [5.263399, 1.282808, -1.117230], [7.575187, 0.449072, -1.344606], [3.482964, -0.613108, 2.990097], [3.553092, 0.590791, 5.142522], [3.391666, 2.673095, 6.408182], [2.998975, 5.103772, 6.478835], [2.549255, 6.354180, 4.393196], [2.502493, 5.191898, 2.231911], [5.215266, 3.516416, 1.367475], [6.962079, 4.796364, 0.221193], [6.460586, 6.017474, -1.868192], [4.192423, 5.945524, -2.832560], [1.879534, 5.157994, -2.748951], [0.097824, 3.845582, -1.626441], [0.102088, 1.530988, 3.425825], [-0.319332, 2.813753, 5.509860], [-0.780226, 4.847337, 6.633887], [-2.019311, 5.779366, 5.789529], [-0.349271, 6.322276, 5.761873], [-1.122322, 6.315649, 3.191333], [-0.674065, 5.055119, 1.114123], [-3.284629, -0.155979, 1.240282], [-1.788640, -0.350125, 0.985756], [-3.136915, -4.494787, 0.621846], [-1.710318, -4.551466, 0.615332], [-1.131993, -5.763672, 0.588177], [-1.800327, -6.970148, 0.406068], [-1.084421, -8.153395, 0.321242], [0.301804, -8.172529, 0.403495], [0.983583, -6.986278, 0.598176], [0.271382, -5.796602, 0.721921], [1.010122, -4.600413, 0.876168], [0.860263, -3.555835, 1.636963], [-0.033271, -3.342841, 2.741466], [-0.569220, -4.404324, 3.482537], [-1.151152, -4.181834, 4.716301], [-1.211486, -2.888672, 5.223169], [-0.714302, -1.818858, 4.497437], [-0.144986, -2.031027, 3.246569], [0.316398, -0.951787, 2.584240], [-3.386718, -3.445685, 0.748827], [-3.543148, -5.068816, 1.456552], [-3.547850, -4.860327, -0.320387], [-2.875371, -6.989844, 0.306732], [-1.625438, -9.077921, 0.172131], [0.846172, -9.101898, 0.323205], [2.063247, -6.980485, 0.678834], [1.813637, -4.561996, 0.261974], [1.601421, -2.784137, 1.464871], [-0.477319, -5.412020, 3.101984], [-1.542626, -5.004497, 5.296844], [-1.663644, -2.713836, 6.190253], [-0.778699, -0.806362, 4.871266], [-0.506196, -1.823577, -0.872009], [0.443426, -1.154106, -1.765869], [1.649167, -1.743751, -2.186595], [2.527106, -1.041020, -2.974100], [2.241368, 0.280999, -3.342415], [1.067570, 0.879748, -2.935221], [0.158662, 0.163630, -2.156168], [-0.519940, -2.899254, -0.770086], [-1.515353, -1.460958, -1.075216], [1.871461, -2.764614, -1.897549], [3.440020, -1.507793, -3.319734], [2.939111, 0.822998, -3.967527], [0.837385, 1.890188, -3.240809], [-0.780960, 0.615981, -1.863535]], "atomic_forces_ev_per_a": [[0.61, -0.18, -0.95], [0.06, -0.02, 0.01], [-0.07, -0.03, 0.06], [0.05, 0.05, -0.04], [-0.09, -0.03, -0.01], [-0.03, 0.07, 0.05], [0.01, 0.09, -0.04], [0.00, 0.04, -0.02], [0.16, -0.13, 0.05], [-0.15, -0.11, 0.05], [0.06, 0.30, -0.03], [-0.03, -0.04, 0.09], [-0.02, 0.03, -0.08], [0.02, -0.06, -0.04], [-0.01, 0.11, 0.06], [0.04, -0.13, 0.08], [0.00, 0.00, -0.17], [0.02, 0.12, 0.09], [0.06, -0.04, -0.04], [0.08, -0.18, 0.09], [-0.03, 0.03, -0.19], [-0.10, 0.03, -0.01], [0.09, 0.03, 0.00], [-0.02, -0.10, 0.13], [-0.09, 0.05, -0.13], [0.09, 0.02, 0.02], [0.00, -0.03, 0.03], [-0.05, -0.01, 0.02], [-0.04, -0.05, -0.01], [0.15, 0.05, 0.09], [0.35, 0.01, 0.26], [-0.37, 0.38, -0.16], [-0.12, -0.03, 0.00], [0.06, -0.05, 0.03], [-0.04, 0.00, 0.05], [-0.01, 0.00, -0.10], [-0.02, 0.06, 0.07], [0.02, -0.10, 0.05], [-0.03, 0.02, -0.13], [0.01, -0.01, -0.01], [0.00, 0.00, -0.01], [0.00, 0.00, 0.00], [-0.01, -0.01, 0.01], [0.00, 0.00, 0.01], [0.00, 0.01, 0.00], [0.00, 0.00, -0.01], [0.02, -0.02, 0.01], [0.01, -0.03, -0.01], [0.00, 0.00, 0.02], [0.00, -0.01, 0.01], [-0.01, 0.01, -0.01], [0.00, 0.00, 0.01], [0.01, 0.00, 0.02], [0.00, -0.01, 0.01], [-0.01, 0.01, -0.02], [0.02, 0.00, -0.01], [-0.01, 0.01, 0.00], [-0.02, 0.01, 0.01], [-0.01, -0.05, 0.02], [0.00, -0.01, 0.01], [0.00, -0.01, 0.00], [0.00, 0.01, 0.01], [0.00, 0.01, 0.01], [0.00, 0.02, -0.02], [-0.02, 0.00, 0.00], [0.63, -0.16, -0.07], [-0.76, 0.46, 0.05], [-0.04, 0.02, 0.01], [-0.07, 0.19, 0.11], [0.56, -0.38, -0.08], [0.00, 0.14, 0.02], [0.07, -0.12, -0.01], [-0.06, -0.02, 0.01], [-0.28, 0.13, 0.09], [-0.67, -0.51, -0.07], [0.45, 0.41, -0.19], [-0.28, 0.12, 0.50], [0.38, -0.11, -0.30], [-0.23, -0.19, 0.39], [0.11, -0.32, -0.36], [0.09, 0.35, -0.08], [-0.19, -0.14, 0.14], [0.12, 0.71, -0.25], [-0.09, -0.58, 0.30], [-0.02, 0.00, -0.01], [0.01, 0.01, -0.02], [0.01, 0.00, 0.01], [0.00, 0.00, 0.00], [0.01, -0.01, 0.00], [-0.02, -0.02, -0.01], [0.03, 0.04, 0.01], [0.08, 0.07, 0.03], [-0.05, 0.14, -0.10], [-0.03, -0.05, 0.07], [0.01, -0.06, -0.05], [0.00, 0.02, 0.01], [0.00, 0.02, -0.01], [-0.53, 0.25, 0.27], [-0.16, -0.04, 0.15], [0.18, -0.07, -0.02], [-0.02, -0.13, 0.09], [-0.13, 0.14, -0.01], [0.22, 0.08, -0.06], [-0.11, -0.03, 0.37], [0.36, -0.09, 0.05], [-0.05, -0.39, -0.12], [-0.01, 0.03, -0.02], [0.01, -0.01, 0.00], [-0.01, 0.01, -0.01], [-0.01, 0.01, 0.02], [-0.07, 0.01, -0.14]]}